(1)
The following is a DFT calculation (ωB97M-V/def2-TZVPD) of a structure of composition C12H22Cl8MgO4 in a non-equilibrium geometry.

```
47
Properties=species:S:1:pos:R:3:mulliken_charge:R:1
Mg 3.816 3.631 -22.938 0.805
C 1.859 0.457 -22.329 -0.940
C 2.592 1.710 -22.609 1.385
O 3.568 1.770 -23.454 -0.813
O 2.243 2.794 -22.039 -0.440
H 2.103 -0.334 -23.031 0.193
H 0.792 0.659 -22.323 0.270
H 2.108 0.108 -21.323 0.099
C 6.542 2.021 -21.465 -0.802
C 6.100 3.380 -20.934 0.643
O 5.138 3.972 -21.617 -0.509
O 6.626 3.858 -19.954 -0.595
H 7.102 2.152 -22.390 0.274
H 5.660 1.402 -21.641 0.147
H 7.169 1.541 -20.722 0.304
Cl 3.451 2.450 -19.111 -0.111
C 1.902 1.579 -19.047 0.277
C 1.318 1.530 -17.658 -0.612
Cl 0.884 3.142 -17.066 -0.177
H 2.114 0.558 -19.364 0.292
H 1.231 2.059 -19.756 -0.424
H 2.035 1.107 -16.959 0.401
H 0.408 0.934 -17.656 0.362
Cl 4.850 -1.704 -27.423 -0.187
C 4.460 -0.186 -26.605 -0.393
C 3.036 -0.120 -26.084 0.063
Cl 1.806 -0.522 -27.328 -0.203
H 4.663 0.650 -27.268 0.356
H 5.126 -0.121 -25.745 0.208
H 2.825 0.901 -25.787 -0.012
H 2.880 -0.796 -25.251 0.155
Cl -0.546 1.555 -24.427 -0.149
C -1.139 2.477 -25.835 -0.489
C -2.398 1.885 -26.394 -0.485
Cl -3.821 2.299 -25.386 -0.178
H -0.353 2.389 -26.589 0.287
H -1.245 3.522 -25.566 0.335
H -2.333 0.803 -26.424 0.307
H -2.605 2.300 -27.375 0.339
Cl -2.785 3.223 -21.743 -0.185
C -1.087 3.395 -21.205 0.296
C -0.784 4.849 -20.941 -0.562
Cl 0.817 4.976 -20.163 -0.131
H -0.467 3.040 -22.022 -0.210
H -0.939 2.783 -20.322 0.127
H -1.532 5.306 -20.300 0.378
H -0.733 5.398 -21.877 0.304
```

Total charge   0


(2)
The following is a DFT calculation (ωB97M-V/def2-TZVPD) of the molecule C2H9N5O in a non-equilibrium geometry.

```
17
Properties=species:S:1:pos:R:3:mulliken_charge:R:1
C -1.469 1.583 0.193 -0.654
N -0.676 -1.876 0.056 -0.542
N -0.643 -0.536 0.618 -0.256
N -1.002 0.308 -0.369 -0.163
H -0.961 -2.492 0.812 0.209
H -1.405 -1.904 -0.656 0.255
H -0.782 1.977 0.946 0.313
H -1.609 2.296 -0.620 0.277
H -2.435 1.386 0.657 0.277
C 1.318 0.128 0.371 0.383
N 0.593 0.641 -0.992 -0.332
N 1.993 -1.047 0.113 -0.495
O 1.664 1.014 1.118 -0.560
H 1.348 -1.803 -0.127 0.397
H 0.828 1.610 -1.212 0.298
H 0.624 0.003 -1.782 0.338
H 2.614 -1.287 0.874 0.253
```

Total charge   0


The evaluated highest occupied orbital energy for the records listed, in turn: -9.13 -7.60 eV.
The evaluated lowest unoccupied orbital energy for the records listed, in turn: -1.69 0.97 eV.
The evaluated ΔE to the lowest compared entry with this formula, charge and spin for the records listed, in turn: 0.435 5.678 eV.